(1)
Here is C25H44AlAs3IN2O4P as an isolated structure from the Open Molecules 2025 dataset. Energies are from ωB97M-V/def2-TZVPD.

Atoms and positions in Å:
H  0.359  2.253  2.383
H  -0.522  -2.990  -1.818
H  0.985  5.973  -1.354
H  -1.918  -3.541  -0.858
H  4.074  -1.146  0.798
H  1.796  -2.464  -1.201
C  3.576  -3.592  1.567
H  1.398  5.060  -2.840
H  2.159  -4.117  -0.776
H  0.519  3.903  1.721
H  -0.242  -0.205  -4.248
H  5.605  -5.142  -2.212
C  -5.855  1.662  3.604
H  -3.942  0.708  3.686
C  4.705  -4.959  -1.628
H  -2.686  -2.166  1.550
C  -1.744  -2.575  1.910
O  1.348  3.939  -1.077
N  -9.006  3.144  3.790
O  -0.557  0.049  -1.841
H  -1.892  -0.642  -4.598
O  0.092  2.402  0.352
H  2.651  5.404  -1.624
H  2.404  -0.579  -2.441
I  -4.332  0.548  -3.120
C  -8.007  2.792  3.348
H  2.738  1.163  -2.274
H  3.557  -3.343  2.629
H  3.313  -4.646  1.468
H  4.208  1.528  0.665
C  2.902  0.177  -1.838
H  -3.011  4.987  -0.378
N  -1.172  -0.430  -3.923
P  -0.128  3.295  -1.054
H  -5.029  2.398  -0.106
C  1.600  5.180  -1.775
C  2.544  -3.094  -0.694
H  2.851  -0.970  2.037
H  -2.559  4.094  -1.855
H  2.846  2.620  0.299
C  -1.464  -0.313  -2.649
C  -2.257  4.869  -1.152
C  1.213  -2.995  1.426
C  -4.347  1.515  1.731
C  -0.839  -3.393  -0.858
As  4.100  -3.130  -1.980
H  -6.098  1.454  4.635
H  5.484  -1.136  -1.069
H  -1.493  -2.094  2.854
As  2.198  0.208  -0.032
H  -7.176  3.156  0.853
O  -1.022  4.502  -0.494
C  -4.650  1.245  3.071
H  -0.358  -4.359  -0.711
H  4.595  -3.468  1.215
C  -6.462  2.623  1.464
C  -3.094  1.072  1.209
Al  -0.343  0.395  -0.052
H  2.900  1.731  1.843
As  -0.365  -2.191  0.606
H  -3.056  -1.691  -2.412
H  -1.832  -3.651  2.061
C  -2.843  -0.648  -2.177
H  -2.910  -0.476  -1.106
H  3.938  -5.656  -1.961
C  3.137  1.691  0.781
C  -2.023  0.647  0.813
C  -0.050  2.978  1.683
C  -6.760  2.354  2.798
C  3.004  -1.258  0.991
C  -5.259  2.203  0.933
C  2.585  -2.718  0.786
H  -2.103  5.811  -1.673
H  1.217  -2.667  2.470
H  3.972  -0.029  -1.817
H  6.459  -2.386  -1.810
H  5.904  -2.601  -0.154
H  4.923  -5.126  -0.575
C  5.624  -2.215  -1.130
H  -1.105  3.146  1.880
H  1.025  -4.073  1.435

Summary:
- multiplicity = 1
- total charge = +2

(2)
Here is a 6-piece molecular cluster, C25H44B2ClN8O3 overall from the Open Molecules 2025 dataset. Energies are from ωB97M-V/def2-TZVPD.

Atoms and positions in Å:
H  2.463  1.315  -0.402
H  -1.134  -3.754  -2.600
H  1.987  1.340  2.410
C  7.241  -6.350  -3.722
H  7.786  -7.225  -4.080
H  5.418  -7.451  -3.356
C  -1.707  3.435  1.473
H  0.379  5.890  -2.157
H  5.171  -5.716  -3.552
H  4.221  1.491  -0.491
H  -4.408  -0.113  1.089
C  -0.686  2.507  1.284
H  7.236  -4.210  -4.076
C  3.624  -0.885  0.945
C  -0.004  3.270  -2.841
H  0.214  -2.141  -3.987
H  1.236  0.363  3.422
H  -6.233  0.529  5.436
C  0.779  -3.567  -1.643
C  2.188  -3.871  -1.890
C  -5.412  2.828  6.610
H  3.745  -1.957  1.105
H  1.171  -0.558  0.063
N  3.282  -4.129  -2.103
H  -8.459  1.502  7.304
H  4.463  -0.928  -1.039
H  -0.068  7.288  -3.122
H  -4.162  2.018  4.252
H  -6.957  3.376  7.889
B  -5.139  1.010  2.503
H  2.711  -0.574  1.457
C  -6.835  2.855  6.939
N  -4.297  2.806  6.348
H  0.683  -2.496  -1.446
H  0.166  2.770  0.670
C  -3.913  1.252  3.530
C  -2.779  3.041  2.219
N  5.611  0.362  2.075
H  -0.907  3.364  -4.715
H  -1.330  6.304  -2.379
H  -1.103  5.815  -4.840
N  -0.720  1.315  1.817
C  -7.281  0.665  5.713
N  1.601  0.394  2.467
H  -7.725  -0.324  5.806
C  7.523  -5.191  -5.889
O  -5.129  -0.120  1.726
N  7.335  -5.264  -7.016
H  3.302  1.079  -1.931
C  -0.874  3.955  -3.801
C  0.292  -3.222  -4.119
C  -0.090  -3.962  -2.843
H  -7.354  3.431  6.171
C  3.553  -0.573  -0.556
H  0.464  -4.105  -0.749
H  7.462  -6.249  -2.659
C  -2.752  1.727  2.737
C  -0.412  5.389  -4.112
N  0.662  2.735  -2.076
H  2.724  -1.137  -0.994
C  4.743  -0.193  1.579
O  -6.153  1.944  2.434
C  5.745  -6.572  -3.910
H  -3.660  0.335  4.047
N  -1.751  0.882  2.562
H  -5.969  2.574  1.729
B  0.452  0.322  1.576
H  0.573  5.371  -4.581
H  8.817  -4.965  -4.276
H  5.497  -6.737  -4.960
C  7.749  -5.098  -4.447
H  -3.611  3.701  2.392
C  3.372  0.913  -0.858
Cl  -1.567  4.957  0.766
H  -7.787  1.187  4.898
C  -0.355  6.268  -2.871
O  0.332  -0.520  0.549
H  -6.900  0.885  7.817
H  -0.366  -3.509  -4.938
H  1.313  -3.455  -4.424
H  -1.879  3.969  -3.375
H  -0.010  -5.037  -3.008
C  -7.408  1.434  7.024

Summary:
- multiplicity = 1
- total charge = +1

(3)
Here is C25H44Br2ClF3LiN5O15S as an isolated structure from the Open Molecules 2025 dataset. Energies are from ωB97M-V/def2-TZVPD.

Atoms and positions in Å:
C  8.657  -0.581  0.595
C  1.851  2.033  5.689
C  -3.938  0.694  -1.012
C  2.580  -2.506  -1.571
C  3.316  1.533  3.916
C  -1.173  3.554  3.488
Li  -0.422  -3.584  -1.757
H  1.508  0.140  -8.274
H  2.588  2.818  5.895
H  -1.981  3.917  4.132
N  2.127  -3.564  -0.851
S  -1.278  2.745  -4.551
H  4.269  -1.492  -1.978
H  0.318  2.651  7.026
H  7.525  -2.647  -0.420
H  -9.156  -2.241  -0.869
H  0.050  0.986  -8.829
O  0.269  3.910  5.446
C  0.453  2.578  5.944
N  3.896  -2.269  -1.460
O  1.752  -2.141  8.532
H  7.039  0.495  2.250
O  -1.879  -2.510  -7.625
H  0.444  -1.673  7.250
H  -7.575  -0.568  3.852
H  2.706  -4.148  -0.271
H  5.584  -0.041  1.369
H  -2.455  0.532  3.368
H  -3.045  1.907  4.318
O  -1.419  2.178  -2.977
C  -7.027  -2.352  2.834
Br  -5.215  0.281  -2.477
Cl  0.831  3.242  -2.273
C  0.429  0.234  -8.136
H  6.248  -1.046  2.672
H  0.110  0.168  -4.330
Br  -2.354  -0.979  -2.887
H  -2.374  -0.777  -8.671
C  -0.131  1.686  -2.555
O  2.115  0.098  8.782
C  -6.710  -1.225  3.760
C  0.516  1.145  -3.937
H  0.274  0.593  -7.116
C  -7.214  -2.420  -1.715
H  -0.319  1.906  5.571
H  3.336  1.185  2.881
H  -1.519  1.523  -0.068
H  -0.994  -0.130  0.444
N  -7.275  -3.231  2.112
H  -1.853  -0.557  -6.983
C  -2.602  -0.231  -1.082
C  -0.254  -1.096  -8.355
H  3.898  0.844  4.537
O  1.823  -1.826  -2.267
O  -2.290  2.099  -5.456
H  -1.317  3.943  2.471
H  3.754  2.537  3.949
O  0.196  2.072  -5.029
H  -5.867  -0.653  3.371
H  0.269  -0.435  -1.843
C  -2.515  1.621  3.404
H  -8.039  -3.272  0.047
C  -0.048  0.574  -1.421
H  4.521  -2.827  -0.887
O  1.972  1.570  4.342
C  -0.661  -3.015  -7.287
H  2.039  1.182  6.352
F  -4.511  0.448  0.252
H  1.600  1.036  -3.640
O  -1.312  4.231  -4.620
H  1.007  3.551  3.531
H  8.579  0.436  0.203
C  6.506  -0.369  1.855
H  -7.856  -1.509  0.094
N  -6.498  -2.471  -2.632
H  -3.058  1.980  2.522
C  -1.322  0.475  -0.466
C  0.166  4.032  4.033
H  -6.453  -1.616  4.744
H  9.247  -0.573  1.513
O  0.330  -2.117  -7.544
F  -2.894  -1.351  -0.234
N  7.327  -1.079  0.889
O  -0.485  -4.101  -6.820
F  -3.659  2.051  -1.106
H  1.153  -3.753  -0.918
O  0.594  -0.713  7.354
O  5.716  -2.652  0.505
H  0.244  5.105  3.830
C  -1.680  -1.123  -7.905
C  -8.124  -2.357  -0.535
H  0.820  0.887  -0.749
H  9.154  -1.210  -0.144
C  6.826  -2.185  0.294
C  1.569  -0.913  8.303
O  -1.199  2.132  3.413
H  -0.154  -1.405  -9.401

Summary:
- multiplicity = 1
- total charge = 0

(4)
Here is C25H44Cl3N4O3SiZn as an isolated structure from the Open Molecules 2025 dataset. Energies are from ωB97M-V/def2-TZVPD.

Atoms and positions in Å:
C  -1.136  -2.774  -1.754
H  1.834  5.200  -5.232
H  1.001  -5.111  2.750
C  -2.351  -5.020  2.025
C  -0.697  -1.133  3.619
H  3.063  -0.647  -2.720
H  3.050  -2.089  5.089
N  1.218  -0.301  3.117
C  0.054  -4.789  2.297
C  1.447  -0.960  4.284
N  -0.069  -0.422  2.679
H  -2.728  -0.522  3.441
C  -1.089  5.436  1.879
Cl  -0.703  2.875  -5.441
H  0.998  -3.281  1.036
H  -2.658  -1.628  -2.745
H  -3.293  -5.497  2.271
H  3.298  -1.753  1.078
H  1.409  -1.273  -2.496
C  -2.341  -4.009  1.071
N  2.686  -1.549  -0.861
C  -0.675  -3.995  -2.031
C  -1.004  6.222  -5.487
O  -0.226  -1.309  -0.048
C  -1.566  -1.764  -2.770
H  -1.293  -2.057  -3.788
C  1.359  4.956  -4.271
H  3.537  -3.361  -0.276
H  1.588  5.779  -3.583
H  -1.110  -0.784  -2.557
C  -2.135  -1.440  3.505
C  -1.649  4.519  -3.037
H  -0.932  7.126  -4.860
H  -1.157  -5.446  -3.551
Si  -0.478  4.701  -4.461
Cl  0.157  1.920  -1.872
C  2.241  -0.755  -1.992
H  -3.254  -3.690  0.552
C  -0.533  3.096  1.515
H  3.543  -0.542  4.363
O  2.448  0.102  0.732
C  2.770  -1.039  4.951
H  1.580  5.222  2.550
H  -0.006  -2.111  5.522
C  3.061  -2.922  -1.159
H  0.531  -4.944  -3.569
C  2.808  -1.038  0.387
C  -0.497  -4.577  -3.405
H  -1.168  -6.173  3.411
Cl  -2.728  0.720  0.595
H  -0.740  -3.852  -4.195
Zn  -0.660  0.712  -0.207
H  0.632  4.748  3.980
H  -0.503  6.242  1.413
H  -1.528  5.815  2.813
H  -0.375  6.420  -6.371
H  3.759  -2.951  -2.011
H  1.821  4.041  -3.885
C  -1.175  -2.246  -0.311
C  -1.155  -5.391  2.658
H  2.169  -3.513  -1.424
H  1.464  3.493  3.008
H  1.877  0.207  2.533
H  -2.162  -1.762  -0.232
H  -2.672  4.398  -3.408
H  -1.906  5.162  1.200
H  -1.626  5.350  -2.329
H  1.900  0.234  -1.667
C  -1.139  -3.380  0.734
H  -2.322  -2.032  2.607
H  -2.465  -2.027  4.371
O  0.221  2.113  1.425
H  -2.041  6.183  -5.849
H  -0.336  -4.640  -1.210
H  2.733  -0.584  5.947
C  0.062  -3.773  1.337
C  0.928  4.442  2.966
H  -1.555  3.070  1.076
N  -0.254  4.265  2.128
C  0.220  -1.514  4.654
H  -1.380  3.601  -2.498

Summary:
- energy relative to the best compared isomer or geometry (same formula, charge and spin) (kcal per mole) = 19.4
- multiplicity = 1
- total charge = -1

(5)
Here is a 10-piece molecular cluster, C25H44FN2O36S9 overall from the Open Molecules 2025 dataset. Energies are from ωB97M-V/def2-TZVPD.

Atoms and positions in Å:
O  -0.061  6.020  2.316
O  1.949  0.114  -0.259
H  -5.946  -1.347  1.050
O  3.356  5.822  4.490
O  2.176  2.402  0.681
S  4.054  0.145  -2.636
C  0.973  5.896  3.311
S  -5.712  -5.073  -0.957
C  -3.611  -4.986  -2.274
H  5.882  -2.187  -2.646
S  4.004  -6.658  6.743
O  0.102  -0.856  6.952
S  -0.101  -1.219  5.600
C  -6.127  -0.899  0.051
H  3.726  -5.412  4.072
H  1.235  -5.596  -8.330
O  4.787  3.995  5.382
O  0.023  1.213  0.836
C  5.730  -1.499  -3.481
O  -1.585  -0.776  5.156
C  -1.002  1.970  0.174
C  6.756  5.909  3.653
H  -11.264  0.868  0.030
O  2.910  -4.497  -7.880
C  4.418  -1.767  -4.184
C  -0.632  1.923  -1.293
O  2.166  -5.367  -5.748
N  -3.846  -0.026  0.071
O  -1.802  4.336  1.942
H  2.177  5.434  -4.340
H  1.073  4.623  5.068
O  1.232  5.231  -6.152
O  4.063  -6.363  8.129
C  -8.588  -1.197  -0.399
S  1.415  1.391  0.034
O  5.601  -0.174  -2.952
C  -0.168  0.349  3.678
H  -1.589  1.274  5.025
S  3.545  -5.123  -6.543
H  -1.077  2.740  -1.857
O  3.827  0.057  -1.241
H  2.022  -4.540  6.466
H  -2.576  -3.752  -0.812
O  -0.500  3.737  -7.051
H  -2.340  0.438  3.646
O  2.475  -6.532  6.255
H  -10.715  -1.495  -0.726
H  1.945  5.832  2.841
O  -4.856  -5.686  -2.165
H  4.220  -2.822  -4.303
H  -9.420  2.350  0.818
H  6.579  -1.559  -4.157
C  -1.518  0.411  4.359
C  5.944  5.449  2.460
O  -2.307  6.387  3.257
H  -5.208  0.896  -1.127
S  -0.062  4.330  -5.839
H  0.937  6.780  3.950
O  -0.811  4.663  4.171
C  1.116  -4.637  -6.391
O  3.424  -1.154  -3.345
O  4.116  -6.380  -6.849
H  4.386  -1.279  -5.161
N  -7.911  0.880  0.441
S  -1.417  5.361  2.856
O  4.274  -4.097  -5.878
C  3.599  -4.897  5.028
C  -3.266  -4.592  -0.853
H  -0.920  0.971  -1.747
C  1.487  -4.643  -7.860
H  -3.863  -0.831  0.711
O  -0.936  5.065  -4.994
C  2.091  3.381  -5.018
H  -1.983  1.543  0.370
C  2.271  -5.242  5.667
H  0.176  1.325  3.350
H  -0.968  2.989  0.558
H  7.316  6.819  3.450
O  -6.643  -4.132  -1.494
H  -2.847  -5.433  -0.298
C  -5.029  0.095  -0.387
H  3.720  -3.826  4.879
C  -10.220  0.539  0.040
H  -0.185  -0.334  2.827
O  0.797  2.017  -1.316
H  -6.120  -1.738  -0.689
C  -9.942  -0.786  -0.406
S  4.578  5.090  4.509
C  -9.173  1.343  0.461
H  6.541  4.891  1.743
H  0.153  -5.106  -6.203
C  2.293  4.860  -5.262
H  5.466  6.292  1.956
H  1.112  -3.622  -5.987
H  1.458  -5.273  4.947
O  0.668  3.209  -4.947
O  0.125  -2.540  5.123
O  -4.523  -4.241  -0.254
O  4.917  4.617  3.012
O  0.714  -0.194  4.667
H  -2.852  -5.619  -2.727
O  4.588  -5.391  5.936
H  2.560  3.044  -4.100
F  -6.971  1.730  0.899
H  2.464  2.787  -5.855
H  7.441  5.130  3.993
H  -3.771  -4.106  -2.902
C  0.624  4.644  4.080
H  1.014  -3.833  -8.409
O  4.553  -7.844  6.193
O  -6.099  -6.125  -0.098
H  3.261  5.081  -5.704
O  3.669  1.295  -3.383
H  -8.359  -2.213  -0.744
O  5.786  6.131  4.685
C  -7.554  -0.346  0.039
H  0.917  3.746  3.528

Summary:
- multiplicity = 1
- total charge = +1

What are the calculated total energy values for these records? In order: -8977.84050; -2152.54401; -8694.72083; -4873.40596; -7480.13545 Ha.
What are the LUMO energy values for these records? In order: -5.7; -4.8; -3.0; 2.4; -4.8 eV.